This record from the Open Molecules 2025 dataset describes C18H21N8SZn as an isolated structure. The level of theory is ωB97M-V/def2-TZVPD.

Net charge: +1
HOMO energy (eV): -11.0
LUMO energy (eV): -3.51
E (hartree): -3313.916980
Molar mass (g/mol): 446.88

Geometry as XYZ:
```
49
C18H21N8SZn, DFT ωB97M-V/def2-TZVPD
Zn 0.333 -0.070 -0.166
N 3.646 -0.369 2.366
C 2.475 -0.389 1.722
S 2.575 -0.393 -0.037
N 1.403 -0.466 2.502
N 0.262 -0.487 1.793
C -0.858 -0.879 2.276
C -1.059 -1.305 3.682
C -0.766 -0.429 4.724
C -0.943 -0.831 6.039
C -1.400 -2.112 6.320
C -1.682 -2.992 5.284
C -1.518 -2.588 3.967
C -1.958 -0.949 1.269
C -3.266 -1.229 1.638
C -4.241 -1.340 0.660
C -3.898 -1.167 -0.671
C -2.584 -0.865 -0.970
N -1.638 -0.758 -0.034
H 4.509 -0.367 1.854
H 3.654 -0.417 3.371
H -0.386 0.560 4.501
H -0.715 -0.146 6.846
H -1.530 -2.427 7.347
H -2.028 -3.995 5.500
H -1.734 -3.277 3.158
H -3.507 -1.361 2.683
H -5.263 -1.565 0.937
H -4.628 -1.260 -1.462
H -2.269 -0.701 -1.993
C -1.737 5.833 -2.423
C -2.398 5.616 -1.066
C -3.520 4.585 -1.145
C -1.377 5.271 0.018
N -0.676 4.006 -0.231
C -1.029 2.766 0.074
N -0.110 1.958 -0.404
N 0.824 2.738 -1.009
N 0.478 3.963 -0.923
H -2.475 6.173 -3.150
H -1.297 4.909 -2.807
H -0.945 6.583 -2.368
H -2.831 6.564 -0.736
H -3.152 3.622 -1.513
H -4.288 4.918 -1.842
H -3.998 4.430 -0.173
H -1.857 5.183 0.991
H -0.606 6.036 0.077
H -1.910 2.482 0.626
```